Entry 1:
{"formula": "C17H21N5O3S", "method": "ωB97M-V/def2-TZVPD", "gap_ev": 7.8, "largest_force_ha_per_bohr": 0.021, "de_lowest_ev": 1.952, "e_lumo_ev": 0.25, "energy_ev": -42397.6031, "smiles": "COc1ccc(N2CCN(C(=O)CSc3nnc(C)c(=O)[nH]3)CC2)cc1", "e_homo_ha": -0.2780, "elements": ["S", "O", "O", "O", "N", "N", "N", "N", "N", "C", "C", "C", "C", "C", "C", "C", "C", "C", "C", "C", "C", "C", "C", "C", "C", "C", "H", "H", "H", "H", "H", "H", "H", "H", "H", "H", "H", "H", "H", "H", "H", "H", "H", "H", "H", "H", "H"], "positions_angstrom": [[0.689189, -2.056450, 1.269128], [3.618958, -0.848477, 0.463479], [-1.496542, -2.688846, -2.277042], [-4.179257, -1.614518, 0.734529], [2.544388, 1.080423, 0.867727], [-0.773213, 0.000842, 2.058697], [-1.925255, -1.732061, 1.009678], [1.060801, 2.092052, -0.974574], [-1.908434, 0.696031, 2.177213], [0.479978, 0.863984, -1.324930], [-3.033381, 0.227277, 1.758549], [-0.787695, -1.543385, -2.031226], [0.591708, -1.425365, -2.104774], [1.538651, 1.937211, 1.452386], [-0.789097, -3.826787, -2.704046], [3.363364, 1.773031, -0.110381], [-0.914357, 0.749433, -1.305580], [1.212293, -0.236790, -1.759002], [0.726039, 2.636110, 0.321440], [-1.536303, -0.427411, -1.654381], [2.461374, 2.310831, -1.251909], [1.910927, -0.978664, 2.095376], [-0.787104, -1.153383, 1.471042], [2.754358, -0.236465, 1.064431], [-4.265983, 1.044979, 1.904882], [-3.160915, -1.095512, 1.124241], [-0.268219, -3.645041, -3.649432], [-4.687329, 1.247872, 0.921309], [4.106594, 1.067110, -0.481409], [-5.010903, 0.481807, 2.464745], [-0.066085, -4.158104, -1.950435], [0.849147, 1.363910, 2.065254], [-1.517006, 1.599173, -1.022486], [-4.037962, 1.976567, 2.413096], [2.576639, -1.670308, 2.613079], [2.711693, 1.854242, -2.208470], [2.602763, 3.392607, -1.351690], [1.209268, -2.255448, -2.407573], [-1.539480, -4.602261, -2.850546], [2.288628, -0.207981, -1.803247], [0.947653, 3.707143, 0.299534], [-1.897156, -2.619818, 0.518893], [2.038704, 2.687404, 2.077130], [1.368803, -0.362010, 2.803415], [-2.612350, -0.511956, -1.638977], [3.878650, 2.597162, 0.394243], [-0.336547, 2.509843, 0.518615]], "forces_ev_per_a": [[0.246, -0.243, 0.095], [0.155, -0.429, -0.118], [-0.196, 0.252, 0.152], [-0.210, 0.059, -0.082], [0.168, 0.316, -0.123], [0.865, -0.680, -0.109], [-0.083, 0.018, 0.170], [0.007, 0.297, -0.202], [-0.921, 0.545, 0.122], [0.014, -0.259, -0.203], [-0.095, 0.010, -0.055], [0.158, 0.174, -0.040], [-0.348, -0.293, -0.219], [-0.194, 0.165, 0.318], [0.094, -0.181, -0.071], [0.235, -0.123, -0.149], [-0.014, -0.123, 0.010], [-0.027, 0.345, 0.061], [-0.012, 0.001, 0.178], [0.076, -0.164, -0.104], [0.019, 0.068, -0.043], [-0.213, -0.164, -0.194], [-0.013, 0.261, 0.192], [-0.130, -0.038, 0.323], [-0.052, -0.103, -0.038], [0.546, -0.202, 0.073], [0.006, 0.001, 0.041], [-0.114, 0.038, -0.040], [-0.059, 0.166, 0.059], [-0.117, 0.027, 0.012], [-0.001, 0.012, -0.045], [0.182, 0.062, -0.042], [-0.056, 0.105, 0.002], [0.036, 0.017, 0.013], [-0.038, 0.117, -0.054], [0.026, 0.041, 0.036], [0.047, -0.094, -0.043], [0.040, -0.118, -0.015], [0.096, 0.011, -0.004], [0.137, 0.036, 0.065], [-0.069, -0.039, 0.041], [-0.071, 0.098, -0.001], [-0.042, -0.017, -0.010], [0.060, -0.008, 0.043], [-0.152, -0.007, -0.003], [-0.006, -0.038, -0.019], [0.022, 0.079, 0.020]]}

=====

Entry 2:
{"formula": "C17H21N9O", "method": "ωB97M-V/def2-TZVPD", "gap_ev": 8.3, "largest_force_ha_per_bohr": 0.341, "e_lumo_ev": 0.28, "energy_ev": -33410.3264, "smiles": "COc1ccc(-c2nnn(Cc3nc(N)nc(N4CCCCC4)n3)n2)cc1", "e_homo_ha": -0.2962, "elements": ["O", "N", "N", "N", "N", "N", "N", "N", "N", "N", "C", "C", "C", "C", "C", "C", "C", "C", "C", "C", "C", "C", "C", "C", "C", "C", "C", "H", "H", "H", "H", "H", "H", "H", "H", "H", "H", "H", "H", "H", "H", "H", "H", "H", "H", "H", "H", "H"], "positions_angstrom": [[-7.616232, -1.404804, -0.766686], [4.306543, -0.180445, -0.191952], [0.414676, 0.356051, 1.307663], [-1.064871, 2.096985, -0.014166], [2.465640, 1.058679, -0.342040], [2.645200, -0.858125, 1.057655], [-1.634247, 2.662507, 0.806711], [-2.906808, 2.238194, 1.181817], [0.789092, -1.450182, 2.498743], [-1.888528, 0.968834, -0.714363], [4.950891, 0.520295, -1.089517], [-4.368003, -0.386540, -1.170304], [6.167501, -1.583450, -0.408564], [3.057997, 0.017215, 0.411450], [6.508236, 0.899464, -0.799533], [-5.438284, 0.835070, 0.717303], [-8.896601, -1.225754, 0.074339], [1.085557, 0.994135, 0.240085], [1.349820, -0.652458, 1.838010], [5.073575, -1.122378, 0.606779], [-4.350980, 0.478963, 0.074058], [-6.548786, 0.068727, 0.327718], [0.313354, 1.984728, -0.391373], [7.160337, -0.291908, -1.160075], [-6.602324, -0.797089, -0.499672], [-5.582794, -1.058594, -1.329335], [-3.126801, 1.418100, 0.010044], [-9.542104, -1.931017, -0.390983], [4.329996, 1.621344, -0.930935], [4.540682, -1.939011, 0.785075], [-5.576123, -1.916763, -1.976203], [6.564194, 1.227914, 0.295285], [-9.162803, -0.346888, -0.132792], [8.053016, -0.424467, -0.225716], [-0.049043, -1.389138, 2.953165], [0.589481, 2.974259, -0.062285], [6.783379, -2.605181, -0.222935], [-7.272207, 0.450374, 1.069565], [-8.720634, -1.506034, 1.104084], [-3.532114, -0.451105, -1.613791], [6.861620, 1.722694, -1.522858], [4.840635, 0.451592, -2.125880], [5.729997, -0.656167, 1.399321], [0.258683, 2.056903, -1.502241], [1.267926, -2.049348, 3.031762], [-5.414437, 1.768353, 1.330930], [5.676945, -2.033756, -1.477241], [7.509756, -0.610762, -2.060140]], "forces_ev_per_a": [[-10.267, -5.878, -0.898], [-1.350, -5.051, 5.993], [5.727, -0.591, -1.682], [-0.435, -9.354, -7.912], [-6.314, -2.101, 5.296], [-8.131, -8.404, 12.039], [-3.342, 5.132, 9.082], [2.273, -0.465, -6.542], [-2.870, -6.646, 5.553], [-3.733, 5.733, 4.235], [1.057, 10.489, -0.831], [-8.188, 0.884, 7.165], [1.389, -2.732, -5.268], [5.012, 9.670, -11.709], [-3.500, 3.174, -0.706], [-0.418, 0.528, -0.006], [4.621, -6.925, -0.485], [2.839, -0.918, 1.114], [3.844, 10.024, -12.890], [5.934, 2.554, -3.461], [5.073, 1.478, -5.966], [0.007, 11.962, 12.847], [-2.325, 4.628, -2.155], [2.463, -5.639, 9.593], [2.568, -3.898, -5.308], [6.603, -0.433, -2.349], [2.729, -4.384, 2.699], [-0.545, -0.565, -0.245], [1.975, -2.229, -0.964], [-2.087, -3.114, 1.706], [-0.635, 0.033, -0.593], [0.309, -0.468, -1.690], [-2.412, 7.214, -0.884], [-1.412, 0.345, -3.308], [-3.168, 1.383, 0.299], [1.391, 0.442, 0.013], [-1.021, 2.784, 0.487], [-1.085, -1.185, -1.123], [0.125, 0.338, 0.178], [5.745, -0.940, -3.732], [-0.913, -0.650, 1.383], [-0.395, -1.371, -1.780], [-1.455, -0.439, 0.054], [0.710, -0.628, 0.828], [3.019, -3.415, 1.803], [-0.440, -1.297, -0.195], [0.371, 1.284, 2.897], [0.657, -0.358, -2.581]]}

=====

Entry 3:
{"formula": "C17H21NO2", "method": "ωB97M-V/def2-TZVPD", "gap_ev": 7.7, "largest_force_ha_per_bohr": 0.080, "de_lowest_ev": 2.632, "e_lumo_ev": -0.88, "energy_ev": -23553.2808, "smiles": "CCCCCCC1=NC(=O)[C@@H](Oc2ccccc2)C=C1", "e_homo_ha": -0.3139, "elements": ["O", "O", "N", "C", "C", "C", "C", "C", "C", "C", "C", "C", "C", "C", "C", "C", "C", "C", "C", "C", "H", "H", "H", "H", "H", "H", "H", "H", "H", "H", "H", "H", "H", "H", "H", "H", "H", "H", "H", "H", "H"], "positions_angstrom": [[3.885585, -1.540718, 1.718571], [1.203004, -2.499319, 2.539470], [0.281127, -1.015420, 1.181716], [3.955885, -2.409451, 0.675082], [3.261141, -3.394260, -1.445611], [1.369852, -1.485846, 1.889628], [2.696240, -0.713766, 1.940776], [5.111165, -4.362034, -0.201775], [-5.373329, 2.874415, -0.515442], [4.300442, -4.341016, -1.330888], [-1.907725, 1.365272, 0.441926], [1.555943, 0.863443, 0.294203], [2.697559, 0.423227, 0.987124], [3.160706, -2.406569, -0.470759], [-4.108817, 2.577711, 0.345630], [-3.141517, 1.658897, -0.389560], [0.293340, 0.089398, 0.482144], [-5.077676, 3.763307, -1.728943], [4.936637, -3.399069, 0.774456], [-0.921048, 0.493772, -0.347410], [2.795870, -0.366291, 2.949120], [5.932472, -5.065818, -0.056879], [-6.067871, 3.398685, 0.134971], [5.630141, -3.381215, 1.607410], [-5.869862, 1.962685, -0.871519], [-2.164488, 0.847843, 1.340528], [2.424745, -1.607935, -0.624495], [-1.459952, 2.327466, 0.673083], [2.661526, -3.324777, -2.328909], [-1.398765, -0.420318, -0.707895], [-3.737304, 0.772237, -0.571257], [-0.600164, 1.124623, -1.219617], [4.436032, -5.076905, -2.121914], [3.596598, 0.977067, 0.880456], [1.559565, 1.705525, -0.351159], [-3.595570, 3.486010, 0.614939], [-6.025904, 4.034662, -2.232056], [-4.411753, 3.211856, -2.426607], [-4.583556, 4.690085, -1.416664], [-4.453746, 2.041595, 1.230169], [-2.846529, 2.120945, -1.342043]], "forces_ev_per_a": [[-0.878, 0.897, 0.728], [0.806, 0.632, -0.289], [-1.375, 1.760, -1.414], [0.056, -0.972, -0.708], [1.957, -0.130, 0.756], [-0.257, -1.240, 1.045], [0.419, -1.128, -1.816], [0.022, 0.465, -0.134], [0.645, 0.581, 0.236], [-0.886, -0.215, -0.412], [0.078, -0.237, -1.042], [1.934, -2.201, 2.901], [-3.271, 1.740, -1.777], [-0.957, 0.697, 0.187], [-0.923, -0.770, -1.059], [-0.354, 0.468, 0.290], [1.203, -0.992, -0.262], [-0.076, -0.368, -0.145], [0.289, 0.271, 0.386], [0.757, 0.556, -0.002], [0.182, 0.260, 0.647], [-0.361, 0.048, -0.302], [-0.314, 0.008, 0.036], [-0.247, 0.035, 0.166], [0.223, -0.022, 0.308], [-0.256, -0.192, 0.803], [0.228, -0.386, 0.175], [0.303, 0.070, 0.320], [-0.302, -0.140, -0.276], [-0.042, 0.127, 0.070], [0.280, -0.539, -0.423], [-0.045, -0.806, 0.585], [-0.017, 0.113, 0.188], [0.819, 0.255, -0.156], [0.177, 0.583, -0.434], [-0.031, 0.545, 0.303], [0.587, -0.163, 0.046], [-0.481, 0.548, 0.182], [-0.012, -0.124, -0.111], [0.166, 0.225, 0.308], [-0.047, -0.263, 0.098]]}

=====

Entry 4:
{"formula": "C17H22Cl2FN2O2", "method": "ωB97M-V/def2-TZVPD", "gap_ev": 4.3, "largest_force_ha_per_bohr": 0.055, "e_lumo_ev": -5.42, "charge": 1, "energy_ev": -52813.2162, "e_homo_ha": -0.3573, "elements": ["Cl", "Cl", "F", "O", "O", "N", "N", "C", "C", "C", "C", "C", "C", "C", "C", "C", "C", "C", "C", "C", "C", "C", "C", "C", "H", "H", "H", "H", "H", "H", "H", "H", "H", "H", "H", "H", "H", "H", "H", "H", "H", "H", "H", "H", "H", "H"], "positions_angstrom": [[0.768203, 0.690717, 3.957293], [-3.651843, 2.858131, 1.888511], [-1.168641, 1.383522, 1.919956], [2.293192, 0.672847, -2.449660], [3.295564, 0.950203, -0.416487], [-1.484549, 1.870451, 3.111318], [1.045713, -1.688352, -1.771304], [-3.008070, -0.198211, -2.147578], [-0.671734, 1.586304, 4.213175], [-2.676813, 2.582593, 3.270502], [2.733348, -3.434934, -1.491442], [-0.529761, -0.122064, -2.698416], [-3.047325, 3.013262, 4.511986], [3.656031, 2.185546, -0.945831], [-1.344551, -1.681672, -0.954973], [2.114639, -1.112572, -0.897688], [3.289533, -2.110522, -0.926343], [-0.270169, -1.122670, -1.840998], [-1.044634, 2.014881, 5.456205], [-2.543443, -0.731276, -0.784315], [-2.230999, 2.741444, 5.617702], [1.267403, -3.157179, -1.869919], [-1.862462, 0.546763, -2.859531], [2.560379, 0.265221, -1.340211], [-3.370831, -1.224993, -0.255056], [-1.682864, -2.634061, -1.377712], [1.030296, -3.489472, -2.887352], [-0.906413, -1.924433, 0.019669], [-3.885991, 0.452897, -2.029698], [-0.421155, 1.785040, 6.304369], [2.806440, -4.244772, -0.755074], [-2.249919, 0.116127, -0.150502], [4.298285, 2.716770, -0.238484], [-2.518491, 3.088320, 6.595446], [0.292460, 0.226689, -3.298294], [4.081390, -1.707919, -1.566286], [4.189317, 2.024416, -1.886562], [3.739945, -2.236100, 0.066638], [2.747491, 2.763785, -1.129818], [3.312002, -3.765483, -2.363254], [1.698750, -1.037785, 0.116962], [-1.799803, 1.566772, -2.458487], [-3.972074, 3.551820, 4.629495], [-3.355958, -1.033372, -2.770002], [-2.093564, 0.664080, -3.927528], [0.571681, -3.660746, -1.190423]], "forces_ev_per_a": [[-0.809, 0.455, -0.149], [0.684, -0.258, 0.528], [0.090, 0.062, -0.069], [0.769, 0.312, 1.151], [-0.984, -1.582, -0.262], [-0.804, 0.795, 2.603], [1.896, -0.142, -0.025], [0.002, -0.019, -0.005], [0.243, -0.540, -1.821], [0.691, -0.846, -1.629], [-0.095, 0.043, -0.062], [0.138, -0.592, 0.414], [0.562, -0.058, 1.048], [0.657, 1.509, -0.393], [-0.271, -0.185, 0.323], [-1.414, -0.475, 0.214], [0.188, 0.089, -0.049], [0.301, 0.514, -0.449], [-0.863, 0.642, 0.323], [0.015, -0.075, -0.210], [0.244, -0.324, -0.899], [-0.755, 0.718, 0.038], [-0.420, -0.041, 0.203], [-0.603, -0.506, -1.023], [0.196, -0.029, -0.180], [-0.103, -0.025, 0.099], [0.044, 0.035, 0.154], [-0.052, -0.021, 0.037], [0.250, -0.040, -0.007], [0.152, -0.054, -0.027], [-0.106, 0.232, -0.138], [0.093, 0.012, -0.094], [-0.139, -0.286, 0.005], [-0.062, 0.027, 0.156], [0.050, 0.075, -0.173], [-0.121, -0.141, 0.001], [-0.070, 0.343, 0.091], [-0.233, 0.076, -0.222], [0.233, 0.170, -0.156], [-0.185, 0.193, 0.194], [0.286, 0.173, 0.257], [0.041, 0.010, -0.064], [-0.101, 0.075, -0.119], [0.190, 0.026, 0.122], [0.080, -0.047, 0.219], [0.095, -0.298, 0.045]]}

=====

Question: Which formula does entry 4 have?
Answer: C17H22Cl2FN2O2